# 1
{
  "formula": "C3H7N3O",
  "method": "wB97M-V/def2-TZVPD",
  "total_energy_ev": -9739.38904,
  "homo_ev": -9.59,
  "relative_energy_kcal_mol": 84.0,
  "smiles": "[H]/N=C1\\N(C)N1CO",
  "gap_ev": 10.52,
  "species": ["C", "C", "C", "O", "N", "N", "N", "H", "H", "H", "H", "H", "H", "H"],
  "positions_angstrom": [[-0.72158, -0.11367, -1.65648], [1.89659, 0.55655, 0.88697], [-0.61314, 0.04267, 0.76330], [-1.34323, -1.34220, -1.51756], [-0.18814, 0.56438, -0.41807], [0.73869, -0.19120, 0.46428], [-1.60205, -0.20926, 1.46393], [-2.10567, -1.24467, -0.92804], [-1.40691, -0.63110, 2.36579], [0.14068, -0.26276, -2.31082], [-1.39121, 0.64435, -2.08910], [2.67938, 0.41483, 0.14090], [2.23057, 0.14709, 1.83989], [1.68600, 1.62499, 0.99503]],
  "forces_ev_per_angstrom": [[0.79, 0.82, -0.06], [-0.09, 0.38, 0.25], [1.81, 0.08, 0.50], [-0.11, -0.13, 0.53], [-1.32, 0.03, -1.27], [-0.57, -1.20, -0.14], [-0.87, 0.27, 0.21], [0.09, -0.05, -0.10], [0.25, -0.12, -0.16], [-0.15, 0.04, 0.03], [0.14, -0.15, 0.11], [-0.02, 0.02, 0.10], [0.06, 0.02, -0.03], [0.00, -0.01, 0.02]],
  "nbo_charge": [0.0824, -0.4173, 0.5671, -0.6988, -0.3231, -0.3205, -0.7011, 0.4817, 0.3686, 0.1821, 0.1687, 0.2081, 0.2103, 0.1917]
}

=====

# 2
{
  "formula": "C3H7N3O",
  "method": "wB97M-V/def2-TZVPD",
  "total_energy_ev": -9738.78911,
  "homo_ev": -9.34,
  "relative_energy_kcal_mol": 97.9,
  "gap_ev": 10.41,
  "species": ["C", "C", "C", "N", "N", "N", "O", "H", "H", "H", "H", "H", "H", "H"],
  "positions_angstrom": [[-0.74677, -1.11080, 0.95966], [-0.42836, -0.66505, 2.31944], [1.02069, 0.46769, -2.28854], [-0.55641, 1.93770, 0.33636], [-0.32981, 1.47720, -0.66415], [-0.19057, 1.05822, -1.75739], [0.03590, -1.14093, 0.05133], [-1.80004, -1.34182, 0.79455], [-1.19438, -1.18756, 3.00237], [-0.44799, 0.51998, 2.31405], [0.52622, -1.07709, 2.34615], [1.23035, -0.31111, -1.67287], [0.97663, 0.13236, -3.33802], [1.90453, 1.24121, -2.40292]],
  "forces_ev_per_angstrom": [[-1.25, 0.77, -0.70], [-2.29, 1.31, 0.47], [1.62, 3.38, -1.91], [-0.26, 0.23, 0.73], [0.63, 0.67, 1.17], [-0.68, -0.42, -3.30], [0.49, -0.44, -0.27], [-0.50, -0.39, -0.38], [1.42, 1.23, -0.58], [0.02, -2.58, 0.36], [2.09, -0.19, 1.37], [1.30, -2.36, 1.57], [-1.03, 0.06, 0.59], [-1.56, -1.27, 0.88]],
  "nbo_charge": [0.4589, -0.7388, -0.4224, -0.1640, 0.2772, -0.3096, -0.5644, 0.0995, 0.2228, 0.2791, 0.2359, 0.2225, 0.2168, 0.1864]
}

=====

# 3
{
  "formula": "C3H7N3O",
  "method": "wB97M-V/def2-TZVPD",
  "total_energy_ev": -9739.04486,
  "homo_ev": -9.62,
  "relative_energy_kcal_mol": 92.0,
  "gap_ev": 10.68,
  "species": ["C", "N", "C", "O", "N", "C", "N", "H", "H", "H", "H", "H", "H", "H"],
  "positions_angstrom": [[-1.50197, 0.53497, -1.32534], [-0.31675, -0.29462, -1.13339], [0.30746, -0.16774, 0.09967], [0.57627, 1.15763, 0.62266], [-0.13969, -0.59043, 1.48857], [1.13017, 0.15924, 1.52041], [1.68849, -0.64259, 0.39599], [-1.19671, 1.58277, -1.27379], [-2.28938, 0.35833, -0.57975], [-1.90055, 0.34701, -2.32652], [-0.45247, -1.27079, -1.36789], [0.07903, -1.58510, 1.61106], [1.67754, 0.47006, 2.40942], [2.33855, -0.05873, -0.14111]],
  "forces_ev_per_angstrom": [[-0.16, 0.12, -0.04], [0.07, -0.15, 0.11], [-0.21, -0.16, -0.57], [0.02, 0.14, -0.07], [-0.07, -0.15, 0.08], [0.37, 0.12, 0.64], [0.12, 0.06, -0.12], [-0.11, -0.14, 0.02], [0.13, 0.01, -0.11], [0.07, 0.02, 0.19], [0.02, 0.12, 0.02], [-0.06, 0.15, -0.06], [-0.13, -0.06, -0.14], [-0.06, -0.09, 0.06]],
  "nbo_charge": [-0.4133, -0.6305, 0.6087, -0.5198, -0.6185, 0.3127, -0.6335, 0.2152, 0.1892, 0.2053, 0.3849, 0.3463, 0.2001, 0.3532]
}

=====

# 4
{
  "formula": "C3H7N3O",
  "method": "wB97M-V/def2-TZVPD",
  "total_energy_ev": -9742.81224,
  "homo_ev": -9.72,
  "relative_energy_kcal_mol": 5.1,
  "smiles": "[H]/N=C/NC(=O)NC",
  "gap_ev": 10.52,
  "species": ["C", "N", "C", "O", "N", "C", "N", "H", "H", "H", "H", "H", "H", "H"],
  "positions_angstrom": [[-1.30900, 0.20339, -2.13909], [-0.96069, 0.01168, -0.75185], [0.28397, 0.34951, -0.30361], [1.22868, 0.64513, -1.01475], [0.40349, 0.24682, 1.08068], [1.62745, -0.13717, 1.60794], [1.62210, -0.85608, 2.65342], [-0.39865, 0.09700, -2.73061], [-1.73160, 1.19884, -2.31102], [-2.03150, -0.55764, -2.44393], [-1.71091, -0.08616, -0.08447], [-0.37628, -0.12111, 1.61329], [2.49613, 0.22422, 1.04937], [2.57789, -1.07169, 2.91468]],
  "forces_ev_per_angstrom": [[-0.08, 0.05, -0.23], [0.06, 0.20, 0.03], [0.08, -0.17, -0.09], [-0.48, -0.07, 0.13], [0.06, 0.06, 0.03], [-0.08, -0.17, 0.34], [0.34, 0.18, -0.22], [-0.16, 0.03, 0.04], [0.03, -0.10, -0.10], [0.10, 0.12, 0.00], [0.18, 0.02, -0.09], [0.12, -0.02, -0.13], [-0.23, -0.14, 0.07], [0.05, 0.02, 0.19]],
  "nbo_charge": [-0.4166, -0.6232, 0.7861, -0.6432, -0.6484, 0.2806, -0.6833, 0.2373, 0.1899, 0.2014, 0.3879, 0.3956, 0.1918, 0.3441]
}

=====

# 5
{
  "formula": "C3H7N3O",
  "method": "wB97M-V/def2-TZVPD",
  "total_energy_ev": -9742.72079,
  "homo_ev": -9.85,
  "relative_energy_kcal_mol": 7.2,
  "smiles": "[H]/N=C/NC(=O)NC",
  "gap_ev": 10.70,
  "species": ["C", "N", "C", "O", "N", "C", "N", "H", "H", "H", "H", "H", "H", "H"],
  "positions_angstrom": [[-1.97893, -1.02222, -0.01187], [-1.54899, 0.33521, 0.32563], [-0.32587, 0.79677, -0.15949], [-0.20734, 1.78372, -0.85912], [0.76702, 0.05325, 0.26851], [2.05546, 0.37859, -0.12819], [3.05207, -0.01510, 0.54983], [-1.15269, -1.70880, 0.15447], [-2.29643, -1.10181, -1.06000], [-2.81108, -1.33038, 0.62321], [-2.24943, 1.02814, 0.09154], [0.70255, -0.46237, 1.13512], [2.07882, 0.96423, -1.04379], [3.91484, 0.30079, 0.11418]],
  "forces_ev_per_angstrom": [[0.03, -0.10, -0.01], [-0.01, 0.23, -0.17], [0.05, 0.11, -0.08], [-0.09, -0.22, 0.24], [-0.02, 0.02, 0.05], [0.15, -0.06, 0.10], [-0.20, 0.11, -0.19], [-0.04, -0.07, -0.02], [0.09, -0.02, 0.13], [0.11, 0.11, 0.01], [0.05, -0.07, -0.03], [-0.11, -0.03, -0.08], [0.04, 0.07, 0.02], [-0.05, -0.08, 0.02]],
  "nbo_charge": [-0.4122, -0.6451, 0.7909, -0.6175, -0.6592, 0.2828, -0.6775, 0.2067, 0.1880, 0.2070, 0.3912, 0.4144, 0.1839, 0.3467]
}

=====

# 6
{
  "formula": "C3H7N3O",
  "method": "wB97M-V/def2-TZVPD",
  "total_energy_ev": -9738.83177,
  "homo_ev": -9.06,
  "relative_energy_kcal_mol": 96.9,
  "smiles": "[H]/N=C(/NN=C)OC",
  "gap_ev": 9.94,
  "species": ["C", "C", "C", "H", "H", "H", "H", "H", "H", "H", "N", "N", "N", "O"],
  "positions_angstrom": [[-0.51116, 2.34004, 0.57492], [-0.09218, 0.04067, 0.21202], [0.67128, -2.49226, -0.93491], [-0.19130, 2.67181, -0.43733], [-1.67123, 2.33563, 0.55214], [-0.27452, 2.92782, 1.44382], [-0.38949, 0.90020, -1.53551], [0.49681, -1.14435, 2.00363], [0.18309, -1.99616, -1.89414], [1.00321, -3.55663, -1.27185], [-0.39590, 0.01773, -0.97446], [0.38515, -1.06556, 0.94054], [0.57091, -2.21845, 0.28651], [0.21533, 1.23951, 1.03462]],
  "forces_ev_per_angstrom": [[-1.36, 1.03, 0.27], [3.08, 1.87, 4.08], [-1.75, -1.32, -3.89], [0.12, 0.27, 0.89], [1.69, -0.93, 0.06], [0.01, 1.81, -0.50], [-0.26, -0.99, 1.21], [-0.52, 0.60, -2.61], [1.38, -0.19, 2.36], [-0.40, 1.64, 1.36], [-0.83, 0.71, -2.47], [-1.40, 0.50, -0.07], [1.82, -1.26, 1.30], [-1.58, -3.72, -1.99]],
  "nbo_charge": [-0.2733, 0.6763, -0.1273, 0.1669, 0.1752, 0.2112, 0.3836, 0.4260, 0.1854, 0.1648, -0.7480, -0.4414, -0.2616, -0.5377]
}

=====

# 7
{
  "formula": "C3H7N3O",
  "method": "wB97M-V/def2-TZVPD",
  "total_energy_ev": -9740.93034,
  "homo_ev": -9.76,
  "relative_energy_kcal_mol": 48.5,
  "smiles": "CNC=O.N=C=N",
  "gap_ev": 10.45,
  "species": ["C", "C", "C", "N", "N", "N", "O", "H", "H", "H", "H", "H", "H", "H"],
  "positions_angstrom": [[0.99802, -2.08478, 0.55727], [-1.69022, 0.99135, -0.34294], [0.77254, 1.25796, -0.19095], [2.11646, -1.86467, 0.15740], [0.03031, -2.47652, 1.19980], [-0.36063, 0.92146, -0.83643], [1.84684, 0.96637, -0.61600], [-1.44474, 1.72657, 0.52686], [-2.37814, 1.45072, -0.98271], [-1.96103, 0.09416, 0.08536], [0.62326, 1.76194, 0.86050], [-0.98311, -2.12912, 1.05995], [-0.25495, 0.39780, -1.70802], [2.68537, -1.01325, 0.22993]],
  "forces_ev_per_angstrom": [[0.61, 0.55, 1.15], [2.72, 3.42, 3.16], [-1.24, 0.23, 1.78], [0.16, 0.11, -0.81], [-2.68, 0.75, -0.32], [-0.05, -0.82, -2.10], [1.86, 0.11, -0.33], [-1.56, -1.06, -0.94], [-1.01, 0.42, -1.04], [-1.18, -1.98, 0.70], [-0.03, -0.56, -1.69], [2.62, -0.91, -0.09], [0.54, 0.33, 0.49], [-0.77, -0.58, 0.04]],
  "nbo_charge": [0.6440, -0.3926, 0.5387, -0.7222, -0.7660, -0.6156, -0.6173, 0.1941, 0.2073, 0.1849, 0.1062, 0.3998, 0.3985, 0.4403]
}

=====

# 8
{
  "formula": "C3H7N3O",
  "method": "wB97M-V/def2-TZVPD",
  "total_energy_ev": -9742.18729,
  "homo_ev": -8.94,
  "relative_energy_kcal_mol": 19.5,
  "smiles": "C/N=C(/N)C(N)=O",
  "gap_ev": 9.83,
  "species": ["C", "N", "C", "N", "C", "O", "N", "H", "H", "H", "H", "H", "H", "H"],
  "positions_angstrom": [[0.34301, -1.95104, -0.38864], [0.34569, -0.77720, -1.21514], [0.03158, 0.37551, -0.77607], [-0.14735, 1.42498, -1.63687], [-0.25098, 0.99542, 0.67484], [-0.75842, 2.11137, 0.67926], [0.02503, 0.45004, 1.88779], [-0.42821, -2.63006, -0.77424], [0.09918, -1.76316, 0.66448], [1.30251, -2.47884, -0.45011], [-0.58461, 2.19586, -1.14823], [-0.48510, 1.21272, -2.56333], [0.46756, -0.42443, 2.10300], [-0.19618, 1.07456, 2.65607]],
  "forces_ev_per_angstrom": [[-0.08, -0.17, 0.24], [-0.28, 0.50, 0.49], [-0.07, -0.04, 0.12], [-0.01, 0.09, -0.03], [-0.19, 0.31, 0.07], [0.10, -0.37, 0.02], [0.08, -0.13, -0.13], [0.19, 0.01, 0.09], [0.06, -0.14, -0.04], [-0.16, 0.14, 0.00], [-0.01, 0.19, -0.38], [0.23, -0.14, 0.13], [0.05, 0.00, -0.38], [0.08, -0.27, -0.20]],
  "nbo_charge": [-0.4209, -0.4758, 0.3527, -0.8036, 0.6066, -0.6257, -0.8077, 0.2044, 0.1468, 0.2016, 0.4142, 0.3936, 0.4036, 0.4101]
}

=====

# 9
{
  "formula": "C3H7N3O",
  "method": "wB97M-V/def2-TZVPD",
  "total_energy_ev": -9739.04596,
  "homo_ev": -9.10,
  "relative_energy_kcal_mol": 92.0,
  "gap_ev": 9.41,
  "species": ["C", "N", "C", "C", "N", "N", "O", "H", "H", "H", "H", "H", "H", "H"],
  "positions_angstrom": [[-0.53827, -1.52866, -0.30198], [-0.59492, 0.91508, -0.65298], [0.31145, -0.14380, -0.60267], [0.99901, 0.03515, 1.30468], [-0.11427, 2.21579, -0.93877], [0.80731, -0.34279, 2.40290], [1.24705, -0.18668, -1.39779], [-1.41499, 0.91059, -0.06109], [0.44662, 2.55375, -0.15403], [0.52263, 2.11210, -1.72654], [0.53013, -1.09958, 3.00733], [-1.14914, -1.62917, -1.20616], [0.16599, -2.36213, -0.21808], [-1.21861, -1.44964, 0.54517]],
  "forces_ev_per_angstrom": [[1.11, 1.55, -0.38], [0.46, 0.53, 0.41], [-2.34, -2.08, -3.29], [0.50, 0.27, 2.52], [-0.11, -0.21, 0.03], [0.00, -0.42, -1.06], [-0.08, 0.16, 1.26], [0.29, -0.01, -0.03], [0.04, -0.16, -0.07], [-0.15, -0.02, 0.10], [0.09, 0.35, 0.14], [0.25, -0.12, 0.14], [-0.23, 0.22, 0.07], [0.16, -0.03, 0.15]],
  "nbo_charge": [-0.6905, -0.4854, 0.6065, 0.3861, -0.6470, -0.7015, -0.6564, 0.3739, 0.3347, 0.3723, 0.4470, 0.2372, 0.2280, 0.1950]
}

=====

# 10
{
  "formula": "C3H7N3O",
  "method": "wB97M-V/def2-TZVPD",
  "total_energy_ev": -9717.58625,
  "homo_ev": [-18.80, -18.80],
  "total_charge": 2,
  "relative_energy_kcal_mol": 151.7,
  "gap_ev": [8.03, 8.03],
  "species": ["C", "C", "C", "N", "N", "N", "O", "H", "H", "H", "H", "H", "H", "H"],
  "positions_angstrom": [[1.49843, -0.27780, 0.02631], [-0.58520, 1.00150, 0.16436], [2.62157, -1.06141, -0.05478], [0.70549, 0.59842, 0.07733], [-1.90370, -1.08070, -0.09110], [-0.91998, 2.22732, 0.09275], [-3.15252, -1.12603, -0.18624], [3.18240, -0.93728, -1.05037], [2.44721, -2.11449, 0.17089], [3.45504, -0.58476, 0.58473], [-1.64364, -0.97157, 0.90260], [-0.35868, 3.11992, 0.05182], [-1.90820, 2.65979, 0.36488], [-3.43821, -1.45294, -1.05317]],
  "forces_ev_per_angstrom": [[-2.04, 3.33, -0.15], [-1.96, -0.08, -0.06], [3.69, -0.25, -0.53], [1.70, -2.29, -0.26], [0.57, -0.20, -0.49], [-1.82, 3.70, 1.31], [0.45, 0.22, 1.76], [-1.25, -0.26, 0.77], [0.12, 0.03, 0.06], [-1.29, -0.75, -0.19], [-0.71, 0.16, 0.09], [0.49, -1.56, -0.28], [1.98, -2.27, -0.98], [0.08, 0.22, -1.06]],
  "nbo_charge": [0.7672, 0.3530, -0.8363, -0.3591, 0.0714, -0.6583, -0.2794, 0.3750, 0.3372, 0.3713, 0.3738, 0.4567, 0.4826, 0.5450]
}

=====

# 11
{
  "formula": "C3H7N3O2",
  "method": "wB97M-V/def2-TZVPD",
  "total_energy_ev": -11787.25606,
  "homo_ev": -7.69,
  "relative_energy_kcal_mol": 93.6,
  "smiles": "N/C=C(/N)C(=O)ON",
  "gap_ev": 8.39,
  "species": ["C", "C", "N", "N", "N", "C", "O", "O", "H", "H", "H", "H", "H", "H", "H"],
  "positions_angstrom": [[-0.07024, 1.34174, 0.09100], [0.41330, 0.08790, 0.76586], [-1.93744, 0.07294, -0.81976], [1.00240, 0.25500, 2.03257], [0.79885, -1.30765, -1.22275], [0.58954, -1.07873, 0.11790], [-1.23689, 1.34895, -0.64218], [0.53856, 2.40113, 0.30566], [-2.16845, 0.13003, -1.81292], [-2.81351, 0.24854, -0.32367], [1.32781, 1.22756, 2.09543], [1.82007, -0.35332, 2.10063], [0.84716, -0.44959, -1.76625], [0.11038, -1.94300, -1.61985], [0.77846, -1.98149, 0.69834]],
  "forces_ev_per_angstrom": [[1.53, 1.23, 1.10], [0.26, -0.43, -1.64], [0.35, 0.79, 0.10], [0.28, 0.59, 0.63], [-0.97, 0.48, -1.06], [0.11, -0.39, 1.11], [0.61, -0.06, 0.14], [-2.03, -2.00, -0.91], [0.01, -0.02, 0.19], [0.18, -0.07, -0.07], [-0.27, -0.52, 0.18], [-0.41, 0.44, 0.11], [-0.12, -0.23, -0.01], [0.26, -0.03, -0.16], [0.21, 0.21, 0.28]],
  "nbo_charge": [0.7400, -0.0481, -0.4997, -0.8117, -0.7911, 0.0136, -0.3978, -0.5813, 0.3491, 0.3536, 0.3941, 0.3689, 0.3671, 0.3710, 0.1724]
}

=====

# 12
{
  "formula": "C3H7N3O2",
  "method": "wB97M-V/def2-TZVPD",
  "total_energy_ev": -11788.70238,
  "homo_ev": -8.52,
  "relative_energy_kcal_mol": 60.2,
  "smiles": "NC(=O)C(N)(N)C=O",
  "gap_ev": 9.39,
  "species": ["C", "C", "N", "N", "N", "C", "O", "O", "H", "H", "H", "H", "H", "H", "H"],
  "positions_angstrom": [[-0.15751, 0.19930, -0.40815], [1.04869, -0.05727, 0.39887], [-0.58212, -0.88294, -1.24104], [-0.19649, 1.50447, -0.99874], [1.59499, -1.27813, 0.34991], [-0.92575, 0.31484, 1.22968], [1.15343, 0.69200, 1.42331], [-1.55888, -0.57973, 1.70614], [-0.62353, -0.59194, -2.20949], [-1.47014, -1.25947, -0.92512], [-1.11756, 1.92777, -0.94274], [0.46818, 2.12114, -0.54441], [1.23134, -1.92495, -0.33397], [2.21853, -1.57017, 1.08414], [-1.08319, 1.38508, 1.41160]],
  "forces_ev_per_angstrom": [[-0.74, 0.71, 1.86], [-0.16, -0.30, 2.70], [-0.18, 0.08, 0.26], [0.17, -0.08, -0.17], [0.27, 0.46, -0.44], [-2.12, -0.69, -3.29], [1.51, -0.43, -1.46], [0.93, 0.21, 0.26], [-0.16, 0.01, 0.08], [0.05, -0.03, -0.13], [0.03, -0.08, -0.02], [-0.10, -0.03, 0.00], [0.15, 0.06, -0.04], [-0.12, 0.02, -0.01], [0.46, 0.08, 0.41]],
  "nbo_charge": [0.1042, 0.6212, -0.8649, -0.8353, -0.7788, 0.4630, -0.6617, -0.5507, 0.3870, 0.3864, 0.3649, 0.3859, 0.4264, 0.4115, 0.1408]
}